1.
3 unconnected molecules or ions with the total composition C12H17ClF16O4P2, computed with ωB97M-V/def2-TZVPD.

Geometry as XYZ:
```
52
Properties=species:S:1:pos:R:3:forces:R:3
C 1.217 0.096 -0.581 0.2 0.0 0.0
C -0.062 -4.516 -4.628 -0.1 -0.1 0.1
F 1.835 2.258 6.542 0.1 0.0 0.0
C 1.379 -4.324 -5.116 0.1 -0.1 0.1
H -1.253 -0.774 0.028 -0.1 -0.1 -0.1
H -2.273 1.510 -0.118 0.0 0.0 0.0
P -1.550 0.424 -0.688 0.1 0.3 0.0
H 1.147 0.822 4.259 0.0 0.0 -0.1
H -0.409 1.659 4.234 0.0 0.0 0.1
C -1.357 -2.472 -4.533 -0.2 0.0 0.2
F -1.580 -0.142 -4.777 0.0 0.0 0.1
C -0.498 2.298 6.879 0.1 0.0 0.0
F -0.287 2.123 8.202 0.0 0.0 0.0
H 0.845 -0.686 -1.259 0.0 0.0 -0.1
H -0.359 -5.498 -4.994 0.0 0.0 0.0
H 0.312 2.056 -0.834 -0.1 0.0 0.0
F 0.695 0.379 6.450 0.0 0.1 0.0
F 0.746 4.132 2.301 0.0 0.0 0.0
C 1.466 5.156 4.259 0.0 -0.1 0.0
F -0.602 3.622 6.644 0.0 0.0 0.0
C 0.625 1.724 4.575 -0.1 -0.1 -0.2
F -0.664 -2.286 -3.393 0.0 0.1 0.0
H 2.393 -3.975 -3.223 0.0 0.0 0.0
C 2.323 -3.518 -4.213 -0.1 0.0 0.0
H 0.172 1.351 0.780 0.0 0.1 0.0
H -1.337 0.498 -2.089 0.0 -0.1 0.0
F 3.550 -3.486 -4.773 0.0 0.0 0.0
P -3.672 -0.494 -1.145 -0.3 0.0 0.2
H 2.131 -1.273 0.488 0.1 0.0 0.0
H -0.096 -4.523 -3.539 0.0 0.0 0.0
H 2.083 0.552 -1.068 0.0 0.0 0.0
F 1.486 5.046 5.601 0.0 0.0 0.0
O 1.317 2.791 3.955 0.2 0.1 0.3
F 1.885 -2.246 -4.091 0.1 0.0 0.0
F 1.398 -3.819 -6.361 0.0 0.0 -0.1
F 0.825 6.300 3.935 0.0 0.0 0.0
Cl -3.092 -2.462 -0.771 0.0 -0.1 0.0
O 1.600 -0.492 0.661 -0.1 0.0 0.1
C 0.706 3.965 3.649 -0.1 0.1 -0.2
O -4.321 -0.062 0.325 0.2 0.1 -0.2
C 0.140 1.127 -0.289 -0.1 0.0 0.0
F -2.662 -2.568 -4.188 0.1 0.0 0.0
C -1.218 -1.252 -5.459 -0.1 -0.1 0.0
H -1.859 -1.366 -6.334 0.0 0.0 0.0
H -1.430 1.802 6.598 0.0 0.0 0.0
H 2.487 5.186 3.874 0.0 0.0 0.0
F 0.065 -1.112 -5.842 0.0 0.0 0.0
C 0.690 1.707 6.106 -0.1 -0.2 0.1
F 1.924 -5.581 -5.154 0.0 0.1 0.0
O -0.990 -3.606 -5.186 0.3 0.1 -0.2
F -0.589 3.984 4.008 -0.1 0.0 0.0
H -5.282 -0.036 0.296 0.0 -0.1 0.0
```
Forces are in eV/Å.

Properties
Multiplicity: 1
Highest occupied orbital energy, eV: -7.69
Max |F|, Eh/bohr: 0.008
Frontier orbital gap, eV: 8.0
Charge: 0
Lowest unoccupied orbital energy, Eh: 0.010

=====

2.
C12H17ClN5O6P in the gas phase at a distorted geometry, computed with ωB97M-V/def2-TZVPD.

Geometry as XYZ:
```
42
Properties=species:S:1:pos:R:3:forces:R:3
N 0.124 -1.039 0.624 0.0 1.2 -0.4
C -1.718 3.776 0.232 0.3 0.9 -2.0
C 3.356 -2.468 1.580 -3.3 -0.1 0.4
H 1.213 0.121 -0.719 -0.4 -0.6 0.3
C 1.894 -5.177 4.258 1.8 2.0 -2.5
O -1.881 2.205 -4.819 -2.5 3.3 0.7
H -1.910 -0.805 1.397 -0.3 0.2 -0.4
Cl 5.024 -2.635 1.196 -0.3 0.3 -0.2
H 0.458 -3.636 4.490 -1.7 0.2 0.3
O -2.562 3.142 0.744 -1.1 -2.4 1.8
C 1.239 -1.630 1.173 -0.1 -1.4 1.8
C -2.083 5.135 -0.258 1.3 1.6 -0.8
C -0.047 2.042 0.291 -0.6 -0.4 0.3
H -3.140 5.266 -0.533 0.4 -0.6 0.4
O -1.061 0.539 -3.090 0.6 0.5 -1.1
C 1.709 -3.052 2.988 -4.1 -1.0 3.2
O -1.936 -0.058 -5.552 -0.2 -1.4 0.9
C 0.781 -2.243 2.310 -1.9 0.6 0.8
P -1.171 0.983 -4.642 0.2 0.7 0.8
H -1.860 5.795 0.584 -0.1 0.2 -0.1
H -1.417 2.483 -2.240 -0.1 -0.6 -0.1
H -1.758 0.596 -0.571 1.2 1.5 0.6
H 1.090 2.028 0.243 -1.5 0.1 -0.5
N -0.605 -1.928 2.538 1.7 -1.3 0.4
H 0.310 2.058 -2.423 -1.2 -0.7 0.2
C -0.720 1.642 -2.162 1.8 -0.7 0.8
H 1.439 -5.587 5.091 -0.8 -1.1 1.5
H -2.853 0.256 -5.392 0.3 -0.5 -0.6
H 1.721 -5.750 3.300 0.1 0.2 1.1
N 1.333 -3.812 4.106 1.7 -0.1 -1.3
C -0.694 1.011 -0.696 -0.6 -0.7 -0.3
H -1.461 5.504 -1.107 -0.3 -0.4 0.6
H 0.000 -0.876 -1.458 -0.2 -0.1 0.2
C -0.939 -1.238 1.505 1.4 0.0 -0.1
H 0.017 1.166 -6.257 0.5 0.2 -0.2
H 3.008 -5.058 4.400 -1.2 -0.4 0.0
N 2.522 -1.743 0.850 2.1 1.0 -2.1
N 2.906 -3.192 2.629 4.7 0.1 -1.9
C 0.171 -0.251 -0.577 1.4 0.7 -2.4
H -0.267 1.829 1.360 -0.3 0.1 -0.7
O -0.465 3.357 -0.079 0.2 0.8 0.5
O 0.230 1.246 -5.316 1.0 -1.9 0.2
```
Forces are in eV/Å.

Properties
Multiplicity: 1
Highest occupied orbital energy, eV: -8.60
Max |F|, Eh/bohr: 0.102
Frontier orbital gap, eV: 8.9
Charge: 0
Lowest unoccupied orbital energy, Eh: 0.011

=====

3.
2 unconnected molecules or ions with the total composition C12H17N at a distorted geometry, computed with ωB97M-V/def2-TZVPD.

Geometry as XYZ:
```
30
Properties=species:S:1:pos:R:3:forces:R:3
H 1.014 -2.499 -0.045 0.3 -0.4 0.2
C -0.497 -0.470 2.846 -1.6 0.6 1.5
H -2.076 1.359 -1.073 0.2 -0.3 -0.1
C -1.166 -2.211 -2.120 0.2 0.7 -1.6
H -0.902 -0.135 -2.928 -0.3 0.3 0.1
C -1.480 0.704 -0.447 0.1 0.0 1.4
H -1.177 -2.719 -3.109 -0.4 0.5 0.4
C 0.909 -2.298 2.124 -1.9 0.2 0.8
C -0.507 -0.789 -2.167 1.6 -2.2 2.0
C -0.769 -0.086 1.524 1.0 -0.1 0.5
C 0.634 -1.974 0.817 0.4 1.2 0.0
C -0.626 -0.330 -0.725 -1.4 2.3 -1.8
H -2.160 -2.066 -1.685 0.0 -0.4 -0.3
C 0.199 -1.604 3.175 1.8 0.5 -1.5
H 1.718 1.333 -0.375 0.4 0.0 -0.3
C 2.043 2.360 -0.577 0.4 -0.2 1.6
H 1.041 4.226 -0.550 -0.1 0.7 -0.7
H 2.596 2.694 0.334 -0.6 -0.2 -0.4
N -1.552 0.885 0.943 0.3 -0.5 -0.6
C -0.114 -0.800 0.517 -0.5 -1.5 -0.3
C 0.826 3.222 -0.871 -0.8 -1.1 0.5
H -0.589 -2.878 -1.510 0.2 -0.1 0.6
H 0.417 -1.811 4.219 -0.2 -0.2 -0.2
H -0.958 0.061 3.690 0.1 0.0 -0.5
H 2.808 2.399 -1.345 -0.2 -0.1 -0.4
H -2.158 1.540 1.394 0.0 0.0 0.2
H -0.076 2.918 -0.255 1.1 0.1 -0.7
H 0.570 3.028 -1.928 -0.1 0.9 0.4
H 1.445 -3.172 2.425 0.5 -0.4 -0.2
H 0.588 -0.884 -2.301 -0.4 -0.1 -0.6
```
Forces are in eV/Å.

Properties
Multiplicity: 1
Highest occupied orbital energy, eV: -7.86
Max |F|, Eh/bohr: 0.066
Frontier orbital gap, eV: 8.7
Charge: 0
Lowest unoccupied orbital energy, Eh: 0.033

=====

4.
2 unconnected molecules or ions with the total composition C12H17N at a distorted geometry, computed with ωB97M-V/def2-TZVPD.

Geometry as XYZ:
```
30
Properties=species:S:1:pos:R:3:forces:R:3
H 2.844 -0.190 3.770 1.6 2.1 1.1
H 2.145 -0.120 -2.595 -2.2 -0.3 0.0
H 0.832 -2.619 1.599 -0.5 2.2 0.4
H 1.893 1.647 -0.895 0.8 0.0 -0.2
C 0.445 -1.509 1.680 2.7 -1.5 -0.7
H -0.035 2.826 0.719 -0.6 0.8 0.2
C -0.787 2.375 0.080 0.7 -1.6 -1.1
C -3.009 1.500 -0.503 -0.6 1.5 1.9
C -0.199 -0.283 -2.374 -0.4 -1.5 0.3
C 2.348 -0.968 3.334 -2.5 0.1 -0.7
H -3.262 0.192 -2.056 0.6 -0.5 -0.2
H -0.343 -1.472 2.329 -2.3 -0.3 1.8
H -1.507 -2.052 -2.739 0.3 0.6 -0.3
C 1.080 0.147 -2.280 2.2 1.9 2.1
C -1.084 0.464 -1.541 1.1 4.3 0.0
C -0.526 -1.600 -2.948 3.1 -2.8 -2.3
C -0.213 1.544 -0.914 -0.7 -3.8 -1.0
C -2.496 0.689 -1.466 0.5 -1.5 -0.2
C -2.180 2.295 0.292 3.1 0.0 -0.7
H -2.435 2.915 1.096 -1.3 0.6 1.0
N 1.124 1.211 -1.345 -3.6 0.9 0.3
H 0.071 -1.267 0.708 -0.2 0.3 -0.7
C 1.497 -0.477 2.169 0.3 0.5 -3.4
H 0.303 -2.428 -2.595 -2.1 1.9 -0.4
H 1.002 0.548 2.273 0.4 -1.5 0.7
H -4.064 1.558 -0.180 0.5 -0.3 -1.0
H 2.065 -0.243 1.179 0.0 -0.5 1.8
H -0.218 -1.569 -4.079 -1.4 -0.3 1.7
H 3.007 -1.762 3.188 1.2 -1.2 -1.1
H 1.700 -1.352 4.091 -0.8 -0.2 0.7
```
Forces are in eV/Å.

Properties
Multiplicity: 1
Highest occupied orbital energy, eV: -7.74
Max |F|, Eh/bohr: 0.092
Frontier orbital gap, eV: 8.6
Charge: 0
Lowest unoccupied orbital energy, Eh: 0.033

=====

5.
2 unconnected molecules or ions with the total composition C12H17N at a distorted geometry, computed with ωB97M-V/def2-TZVPD.

Geometry as XYZ:
```
30
Properties=species:S:1:pos:R:3:forces:R:3
H 1.234 -2.777 -1.117 -0.4 0.3 -0.4
H -0.711 -1.550 3.157 -1.7 -0.8 -0.2
H 1.516 0.356 2.836 1.4 -0.1 -0.9
C -0.320 -1.207 -1.733 0.1 -1.1 -1.7
C -0.218 0.278 -1.631 0.9 -3.4 0.1
H -0.682 -0.355 1.384 0.5 1.2 -0.5
C 0.835 -1.785 -1.325 2.4 4.2 1.4
H 0.434 0.662 4.001 -0.7 -0.9 -0.3
H 0.715 -1.790 2.141 0.0 -0.7 -0.7
C -1.443 -2.169 -2.344 -1.2 5.2 4.4
H -1.162 -2.934 -2.921 1.7 -3.2 -1.4
H -0.279 1.466 1.471 0.8 0.5 -0.8
H -1.459 0.733 2.456 1.1 -0.2 -0.2
N 1.788 -0.582 -0.910 -4.5 -2.7 -1.4
H 2.251 2.152 -0.253 -0.4 -0.1 -1.1
C 0.331 -1.488 3.089 0.1 3.6 -1.0
H -2.245 -1.705 -2.906 0.2 0.9 -0.2
C 0.554 2.809 -1.408 -3.7 3.4 0.3
H -2.246 0.967 -2.044 0.8 -0.2 0.2
C 0.518 0.084 3.047 0.2 -0.3 1.5
H 2.707 -0.778 -0.639 1.2 0.4 0.4
H -1.626 3.297 -1.875 0.7 0.0 -0.1
C -0.430 0.552 1.989 -3.3 -1.2 0.9
C -1.190 1.213 -1.810 -1.9 1.0 -0.9
H 0.726 -2.042 3.847 1.5 -1.2 2.2
H -1.939 -2.334 -1.366 -0.1 -1.3 -0.8
C -0.848 2.540 -1.765 2.3 -0.3 0.5
H 0.698 3.924 -1.291 0.5 -1.5 0.0
C 1.407 1.873 -0.924 1.9 1.9 1.0
C 1.084 0.589 -1.158 -0.6 -3.5 0.0
```
Forces are in eV/Å.

Properties
Multiplicity: 1
Highest occupied orbital energy, eV: -8.07
Max |F|, Eh/bohr: 0.134
Frontier orbital gap, eV: 9.0
Charge: 0
Lowest unoccupied orbital energy, Eh: 0.035

=====

6.
2 unconnected molecules or ions with the total composition C12H17N at a distorted geometry, computed with ωB97M-V/def2-TZVPD.

Geometry as XYZ:
```
30
Properties=species:S:1:pos:R:3:forces:R:3
H -2.784 0.208 -1.276 0.3 0.3 0.1
C -2.417 -1.408 -2.590 0.3 -1.1 0.6
H -0.606 1.540 1.065 -0.2 0.1 -0.1
H -0.266 -4.004 -2.087 0.0 -0.1 0.3
H -2.227 0.991 1.159 -0.3 -0.4 0.1
H 3.153 3.803 -1.151 -0.2 0.4 0.3
C -2.153 -0.649 -1.465 -0.5 0.2 -0.8
H -3.141 -1.176 -3.358 -0.2 0.4 0.3
H 1.487 3.408 -0.605 0.1 0.1 0.3
H 1.085 -1.029 1.799 -0.2 -0.5 0.3
C -0.973 0.607 2.909 -0.8 -1.4 1.7
N 0.387 -2.439 0.301 0.9 0.2 -0.7
H 4.161 2.283 0.350 0.5 0.4 1.0
C -1.781 -2.662 -2.711 -0.1 0.8 -0.6
H 2.898 3.243 1.447 1.1 0.0 0.3
C 2.520 3.067 -0.654 0.4 -0.9 -0.6
H -1.276 -0.357 3.356 0.2 -0.3 -0.8
H 2.648 1.618 0.893 -0.1 -0.5 0.3
C -1.129 -1.038 -0.607 -1.1 -0.6 1.2
H 2.534 2.238 -1.373 -0.2 0.0 0.1
H 1.238 -2.960 0.165 0.0 0.0 0.2
C -1.216 0.698 1.420 1.2 0.6 -0.5
H -1.618 1.197 3.557 0.2 1.0 -0.4
C -0.719 -0.515 0.677 0.6 0.5 -0.3
C 3.155 2.540 0.660 -1.6 0.3 -1.6
C -0.778 -3.076 -1.863 0.0 -0.5 -0.1
C -0.467 -2.274 -0.770 -0.3 0.8 -0.5
H -2.116 -3.262 -3.546 0.4 -0.3 0.0
H 0.062 0.683 3.240 0.0 0.5 -0.3
C 0.341 -1.274 1.058 -0.5 -0.2 0.3
```
Forces are in eV/Å.

Properties
Multiplicity: 1
Highest occupied orbital energy, eV: -7.80
Max |F|, Eh/bohr: 0.046
Frontier orbital gap, eV: 8.6
Charge: 0
Lowest unoccupied orbital energy, Eh: 0.031

=====

no.,calculated total energy (eV)
1,-95488.3896
2,-54268.6590
3,-14209.3046
4,-14207.5368
5,-14207.3204
6,-14209.2383